DFT (ωB97M-V/def2-TZVPD) results for a cluster of 8 separate species, C4H24N2O8 in total.

Results
HOMO level ... -8.908 eV
LUMO level ... -0.351 eV
Molar mass ... 228.242 g/mol
SMILES ... NC[C@@H](N)CC=O.O.O.O.O.O.O.O
Gap between HOMO and LUMO ... 8.56 eV

Last column: natural (NBO) charge in e.
Atoms and positions in Å:
N 0.75 -0.88 -3.08  -0.88
C -0.61 -0.49 -2.73  -0.22
C -0.63 -0.26 -1.16  -0.03
N 0.61 0.25 -0.56  -0.92
C -1.94 0.50 -0.78  -0.55
C -2.13 0.70 0.67  0.49
O -1.17 0.84 1.44  -0.62
H 1.36 -0.92 -2.21  0.39
H 0.90 -1.78 -3.46  0.36
H -1.38 -1.17 -3.00  0.20
H -0.72 0.45 -3.36  0.18
H -0.82 -1.25 -0.70  0.18
H 1.09 0.98 -1.12  0.38
H 0.47 0.64 0.36  0.40
H -2.72 -0.27 -1.04  0.23
H -1.97 1.31 -1.41  0.27
H -3.13 1.02 0.96  0.13
O 0.86 -2.38 0.85  -1.00
H 0.41 -1.44 0.93  0.48
H 1.80 -2.20 1.06  0.51
O 2.85 -0.73 1.51  -0.95
H 3.31 -0.65 2.23  0.47
H 2.49 0.09 1.18  0.50
O 1.66 1.66 2.14  -0.99
H 1.95 2.53 2.66  0.49
H 0.71 1.48 2.52  0.50
O -2.15 3.74 -0.13  -0.96
H -1.25 3.55 0.07  0.46
H -2.62 3.94 0.74  0.50
O 3.08 -1.48 -1.08  -0.95
H 2.39 -2.14 -0.88  0.47
H 2.81 -0.66 -0.53  0.48
O 0.43 -4.67 -0.41  -0.96
H 0.79 -3.81 -0.42  0.48
H -0.28 -4.64 0.33  0.47
O -2.47 3.12 2.82  -0.94
H -1.64 2.75 2.68  0.47
H -3.09 2.29 2.92  0.48

***

DFT (ωB97M-V/def2-TZVPD) results for a structure of composition C39H49As3N5O4ReS2Se.

Results
Multiplicity ... 2
HOMO level (alpha / beta) ... -10.349 / -10.590 eV
Expectation value of S² ... 0.764
Net charge ... +1
LUMO level (alpha / beta) ... -4.384 / -4.270 eV
Molar mass ... 1205.919 g/mol
Gap between HOMO and LUMO (alpha / beta) ... 5.96 / 6.32 eV

Last column: Mulliken spin population.
Atoms and positions in Å:
Re -0.60 -0.20 0.74  0.63
C -0.42 -0.63 4.40  0.00
As 0.38 -1.35 2.80  -0.01
C 2.23 -1.58 3.34  0.00
C -0.25 -3.19 2.94  0.01
C 0.09 -4.20 1.83  -0.01
C 1.55 -4.09 1.42  0.00
C -0.83 -3.99 0.63  0.00
As -0.64 -2.42 -0.49  0.02
C -2.14 -2.77 -1.66  0.00
C 0.85 -2.79 -1.67  -0.01
C -0.22 -5.59 2.43  0.00
As 0.19 -7.38 1.65  0.00
C 2.13 -7.45 1.92  0.00
C 0.23 -7.16 -0.31  0.00
H -0.11 -1.26 5.24  0.00
H -1.50 -0.66 4.31  0.00
H -0.08 0.39 4.57  0.00
H 2.25 -2.45 3.99  0.00
H 2.54 -0.69 3.88  0.00
H 2.90 -1.75 2.50  0.00
H -1.33 -3.14 3.08  0.00
H 0.17 -3.54 3.89  0.00
H 1.80 -3.08 1.06  0.00
H 1.78 -4.78 0.62  0.00
H 2.22 -4.31 2.26  0.00
H -1.88 -3.99 0.95  0.00
H -0.72 -4.82 -0.07  0.00
H -1.92 -3.70 -2.19  0.00
H -2.27 -1.96 -2.37  0.00
H -3.04 -2.91 -1.05  0.00
H 0.82 -3.86 -1.92  0.00
H 1.80 -2.55 -1.20  0.00
H 0.73 -2.20 -2.58  0.00
H -1.29 -5.63 2.65  0.00
H 0.28 -5.67 3.41  0.00
H 2.36 -7.21 2.96  0.00
H 2.69 -6.77 1.28  0.00
H 2.46 -8.47 1.73  0.00
H -0.78 -7.04 -0.70  0.00
H 0.62 -8.10 -0.70  0.00
H 0.87 -6.36 -0.66  0.00
O 0.34 3.03 3.52  0.00
S 0.87 2.27 2.43  0.00
O 1.65 1.10 2.76  0.00
N -0.34 1.77 1.44  0.09
C -1.29 2.76 1.07  0.00
C -1.30 4.09 1.36  0.02
C -2.34 4.92 0.91  -0.01
C -3.38 4.43 0.17  0.02
C -3.40 3.05 -0.15  -0.01
C -4.42 2.44 -0.91  0.00
C -4.36 1.10 -1.18  0.00
C -3.28 0.36 -0.70  0.01
N -2.30 0.91 -0.01  0.03
C -2.36 2.23 0.30  0.01
C 1.93 3.29 1.45  0.00
C 1.76 3.47 0.09  0.00
C 2.66 4.24 -0.61  0.00
C 3.73 4.83 0.04  0.00
C 3.90 4.65 1.41  0.00
C 3.00 3.88 2.13  0.00
H -0.52 4.54 1.96  0.00
H -2.31 5.97 1.16  0.00
H -4.18 5.06 -0.18  0.00
H -5.24 3.05 -1.27  0.00
H -5.12 0.61 -1.77  0.00
H -3.21 -0.69 -0.90  0.00
H 0.92 3.00 -0.42  0.00
H 2.53 4.39 -1.68  0.00
H 4.44 5.43 -0.51  0.00
H 4.73 5.11 1.92  0.00
H 3.12 3.73 3.19  0.00
C -1.18 6.44 -4.31  0.00
C -1.07 4.97 -4.03  0.00
C -0.83 4.49 -2.75  0.00
C -0.75 3.13 -2.50  0.00
C -0.90 2.23 -3.54  0.00
C -1.14 2.68 -4.83  0.00
C -1.22 4.04 -5.07  0.00
S -0.86 0.49 -3.27  0.00
O -2.23 0.04 -3.23  0.00
O 0.02 -0.09 -4.25  0.00
N -0.27 0.27 -1.79  0.05
C 1.05 0.33 -1.53  0.01
C 2.12 0.67 -2.37  -0.01
C 3.39 0.62 -1.87  0.00
C 3.62 0.25 -0.53  0.00
C 2.54 -0.03 0.25  0.01
N 1.28 0.01 -0.24  0.00
H -0.88 7.02 -3.45  0.00
H -2.20 6.71 -4.57  0.00
H -0.55 6.72 -5.16  0.00
H -0.72 5.20 -1.93  0.00
H -0.60 2.76 -1.50  0.00
H -1.24 1.97 -5.64  0.00
H -1.40 4.39 -6.07  0.00
H 1.93 0.94 -3.40  0.00
H 4.23 0.88 -2.51  0.00
H 4.61 0.21 -0.12  0.00
H 2.64 -0.26 1.29  0.01
Se -4.38 -2.26 3.02  0.10
C -3.04 -1.52 2.22  0.09
N -2.11 -1.02 1.70  -0.09

***

DFT (ωB97M-V/def2-TZVPD) results for a structure of composition C54H37N5O2PbS3.

Results
HOMO level ... -6.480 eV
LUMO level ... -0.916 eV
Molar mass ... 1091.324 g/mol
Gap between HOMO and LUMO ... 5.56 eV

Last column: Mulliken charge in e.
Atoms and positions in Å:
Pb 0.02 1.02 1.36  1.18
C 7.06 0.91 -2.33  -0.37
C 6.83 1.51 -1.10  -0.81
C 5.58 1.44 -0.52  0.18
C 4.53 0.78 -1.16  -0.79
C 4.77 0.18 -2.39  0.25
C 6.03 0.24 -2.97  -0.89
C 3.17 0.71 -0.54  0.88
C 2.99 -0.24 0.47  0.27
C 4.01 -1.16 0.93  -1.48
C 3.43 -1.96 1.86  -1.28
C 2.05 -1.54 1.97  0.25
C 1.08 -2.21 2.73  1.20
C 1.54 -3.27 3.67  -1.08
C 1.52 -3.01 5.04  -0.02
C 1.95 -3.97 5.94  -0.82
C 2.37 -5.21 5.49  -0.39
C 2.38 -5.48 4.13  -0.89
C 1.97 -4.52 3.22  0.21
C -0.31 -2.01 2.65  0.34
N -0.96 -1.01 1.99  0.09
C -2.29 -1.26 2.05  0.35
C -3.30 -0.53 1.41  0.88
C -4.70 -0.95 1.72  -0.46
C -5.51 -1.53 0.75  -0.08
C -6.81 -1.91 1.04  -0.87
C -7.32 -1.72 2.32  -0.41
C -6.52 -1.16 3.30  -0.81
C -5.22 -0.78 3.00  -0.06
C -3.11 0.47 0.44  0.16
C -4.16 1.04 -0.37  -1.33
C -3.57 1.84 -1.28  -1.47
C -2.15 1.80 -1.02  0.35
N -1.92 1.00 0.05  0.37
C -1.18 2.44 -1.82  0.91
C 0.21 2.30 -1.69  0.19
C 1.19 2.92 -2.56  -1.39
C 2.40 2.43 -2.21  -1.31
C 2.18 1.52 -1.11  0.16
N 0.86 1.52 -0.79  0.32
C -1.68 3.18 -3.01  -0.26
C -2.47 4.32 -2.90  -0.06
C -2.92 4.99 -4.04  -0.79
C -2.59 4.51 -5.30  -0.44
C -1.81 3.37 -5.42  -0.88
C -1.36 2.72 -4.29  -0.13
C -2.51 -2.48 2.80  -1.40
C -1.29 -2.94 3.16  -1.45
N 1.84 -0.48 1.15  0.51
H 8.04 0.97 -2.79  0.38
H 7.63 2.04 -0.60  0.38
H 5.40 1.90 0.45  0.45
H 3.97 -0.35 -2.89  0.52
H 6.20 -0.23 -3.93  0.38
H 5.02 -1.20 0.56  0.52
H 3.88 -2.77 2.41  0.57
H 1.18 -2.05 5.38  0.46
H 1.94 -3.76 7.00  0.38
H 2.70 -5.97 6.19  0.38
H 2.71 -6.45 3.77  0.39
H 1.97 -4.73 2.16  0.61
H -5.10 -1.71 -0.24  0.61
H -7.42 -2.36 0.27  0.40
H -8.34 -2.01 2.54  0.39
H -6.91 -1.02 4.30  0.38
H -4.60 -0.34 3.78  0.46
H -5.21 0.81 -0.27  0.67
H -4.06 2.39 -2.07  0.54
H 0.97 3.64 -3.33  0.64
H 3.36 2.66 -2.64  0.57
H -2.74 4.69 -1.92  0.51
H -3.53 5.87 -3.94  0.40
H -2.94 5.03 -6.18  0.39
H -1.56 2.99 -6.40  0.40
H -0.77 1.81 -4.38  0.51
H -3.46 -2.94 2.98  0.54
H -1.05 -3.85 3.69  0.53
O -2.61 -2.06 -2.94  -0.64
C -1.60 -2.48 -2.43  0.54
O -1.10 -1.89 -1.30  0.13
C -0.74 -3.59 -2.83  -0.41
C -0.93 -4.46 -3.90  -0.60
C -0.02 -5.47 -4.11  -0.57
C 1.08 -5.62 -3.25  -0.54
C 1.28 -4.76 -2.19  -0.69
C 0.35 -3.75 -1.98  0.53
S 0.30 -2.56 -0.71  0.44
H -1.78 -4.32 -4.56  0.49
H -0.15 -6.16 -4.93  0.40
H 1.79 -6.42 -3.44  0.39
H 2.14 -4.87 -1.53  0.50
S -1.25 3.89 2.78  -0.26
C -0.11 5.01 2.42  0.19
N -0.23 5.96 1.49  -0.14
C 0.80 6.98 1.38  -0.63
C 2.05 6.39 2.02  -0.48
S 1.46 5.11 3.19  -0.10
H -1.10 6.04 0.99  0.22
H 0.49 7.89 1.91  0.30
H 0.97 7.23 0.34  0.32
H 2.62 7.13 2.57  0.37
H 2.69 5.90 1.29  0.29

***

DFT (ωB97M-V/def2-TZVPD) results for a cluster of 3 separate species, C6H10FINO4 in total.

Results
HOMO level ... -3.582 eV
Net charge ... -1
LUMO level ... 2.334 eV
Molar mass ... 306.051 g/mol
Gap between HOMO and LUMO ... 5.92 eV

Last column: natural (NBO) charge in e.
Atoms and positions in Å:
I -0.60 1.10 -4.95  -1.00
C -6.46 0.84 0.31  -0.72
C -5.41 1.29 1.29  0.67
O -5.73 1.54 2.43  -0.64
N -4.10 1.39 0.92  -0.61
C -2.94 1.79 1.65  -0.42
H -6.19 0.69 -0.73  0.22
H -7.11 1.70 0.17  0.23
H -7.12 0.05 0.69  0.24
H -3.93 1.31 -0.07  0.39
H -3.15 2.66 2.27  0.21
H -2.16 1.96 0.92  0.22
H -2.32 1.05 2.15  0.20
C 5.22 -1.13 -1.28  -0.14
C 5.14 -2.49 -0.53  0.45
O 6.47 -2.64 -0.16  -0.50
C 7.05 -1.44 -0.04  0.97
O 8.19 -1.32 0.41  -0.58
O 6.37 -0.59 -0.71  -0.46
F 4.76 -3.41 -1.34  -0.31
H 4.29 -0.57 -1.32  0.22
H 5.34 -1.40 -2.33  0.20
H 4.38 -2.38 0.25  0.14

***

Number 1: energy -878.1282 a.u.. Number 2: energy -12073.5138 a.u.. Number 3: energy -3891.7145 a.u.. Number 4: energy -987.9776 a.u..